A 13-piece molecular cluster, H24O16S overall at a distorted geometry. Source: the OMol25 dataset; level of theory: ωB97M-V/def2-TZVPD.

Geometry (Å):
S (-20.6809, -23.0779, 9.2831)
O (-21.6641, -22.9814, 10.2973)
O (-21.2529, -22.6338, 8.0123)
O (-19.5022, -22.1691, 9.5212)
O (-20.2140, -24.4144, 9.0003)
O (-19.6803, -19.6184, 9.9362)
H (-19.5229, -20.5522, 9.9268)
H (-18.8161, -19.3116, 10.0612)
O (-21.9324, -23.2195, 13.0082)
H (-21.9914, -23.2609, 12.0611)
H (-21.3551, -24.0334, 12.8654)
O (-20.1423, -23.5028, 5.8559)
H (-19.5267, -23.9418, 6.3400)
H (-20.5320, -23.1113, 6.6662)
O (-19.3137, -26.3612, 10.4897)
H (-18.9274, -27.0191, 9.8202)
H (-19.7853, -25.9142, 9.8598)
O (-17.2791, -22.3766, 10.4390)
H (-18.1381, -22.2925, 10.1072)
H (-17.1777, -23.2773, 10.5848)
O (-21.6294, -26.3419, 7.5160)
H (-21.0357, -26.0034, 8.1329)
H (-21.3490, -26.5871, 6.5461)
O (-18.1546, -24.6851, 7.5790)
H (-18.8826, -24.7053, 8.1277)
H (-17.7434, -23.8377, 7.7613)
O (-23.6773, -21.4887, 10.7992)
H (-23.7181, -21.2103, 9.8554)
H (-22.8883, -22.0294, 10.7497)
O (-21.7181, -20.8746, 6.4060)
H (-21.7312, -21.4339, 7.1983)
H (-22.4801, -21.0567, 5.9907)
O (-23.2915, -24.2223, 7.0309)
H (-22.6547, -24.8357, 7.2289)
H (-22.8158, -23.4486, 7.4713)
O (-23.8028, -24.5269, 10.1685)
H (-22.8825, -24.1293, 10.3193)
H (-24.1250, -24.2023, 9.3975)
O (-18.9406, -21.0427, 7.2495)
H (-19.0618, -21.4978, 8.1480)
H (-19.7629, -20.8623, 6.7699)

Forces on the atoms, in the same order (eV/Å):
S 2.8 2.1 -3.1
O -0.7 -0.5 2.6
O -1.3 0.4 0.4
O -2.0 -1.5 0.6
O -0.1 -1.9 1.2
O -1.6 1.0 0.2
H -0.5 -1.3 -0.1
H 1.9 1.1 0.2
O 1.6 -2.6 0.1
H -1.0 1.6 -1.4
H -0.4 0.9 1.8
O -2.8 1.6 -1.7
H 3.8 -2.6 1.4
H -0.7 0.5 -1.0
O 3.0 -4.2 0.5
H -0.3 0.9 1.9
H -2.4 3.0 -1.9
O 3.5 2.0 1.0
H -2.4 0.2 -0.8
H 0.4 -2.5 0.5
O -2.3 -2.6 -4.4
H 2.3 1.2 0.7
H 0.1 1.3 3.5
O 3.5 -0.4 -2.4
H -2.6 0.1 2.1
H 0.1 0.3 0.0
O -0.9 1.1 -1.2
H -0.2 -0.1 1.0
H 0.3 -0.1 0.3
O 3.5 2.0 1.6
H 0.3 0.0 0.2
H -4.2 -1.0 -2.6
O -2.0 4.3 0.3
H 2.4 -3.3 0.5
H -1.0 -0.9 -1.0
O 2.7 -1.6 4.3
H -2.2 -0.7 -0.7
H -1.2 1.6 -3.8
O 1.1 -0.1 0.6
H -0.5 1.1 -2.1
H 0.1 -0.4 0.6

charge = -2
E_LUMO = 5.051 eV
maximum force = 0.109 hartree/bohr
molecular weight = 312.24 u
HOMO energy = -0.1356 Ha
energy relative to the best compared isomer or geometry (same formula, charge and spin) = 400.0 kJ/mol

=====

C2H3NO3 as an isolated structure at a distorted geometry. Source: the OMol25 dataset; level of theory: ωB97M-V/def2-TZVPD.

Geometry (Å):
C (-0.8920, -0.3987, -1.3272)
C (0.0602, -0.1292, -0.2260)
N (-2.0779, 1.0794, -1.5648)
O (-0.9310, -1.3202, -2.0767)
O (-1.8587, 1.9565, -0.7779)
O (-3.0013, 0.8541, -2.3101)
H (0.2568, 0.9914, -0.0934)
H (0.8743, -0.8160, -0.2848)
H (-0.6856, -0.4363, 0.6927)

Forces on the atoms, in the same order (eV/Å):
C 0.3 -0.3 -2.4
C -3.3 1.4 2.5
N 1.0 -3.7 0.3
O -0.8 2.0 1.3
O -0.5 0.8 -0.3
O 0.6 1.0 0.5
H -0.1 -1.9 -0.3
H 0.6 -0.2 0.0
H 2.1 0.8 -1.7

E_LUMO = -0.117 eV
maximum force = 0.085 hartree/bohr
molecular weight = 89.05 u
HOMO energy = -0.3601 Ha
energy relative to the best compared isomer or geometry (same formula, charge and spin) = 481.5 kJ/mol